(1)
Below is a 10-piece molecular cluster, C25H71F3N13O12S overall in a non-equilibrium geometry, with properties calculated with ωB97M-V with the def2-TZVPD basis set.

Geometry (Å):
C 0.141 0.769 0.997
F 0.222 1.752 1.890
F 0.529 1.213 -0.191
F 1.010 -0.179 1.359
S -1.611 0.115 1.023
O -1.397 -1.296 0.718
O -2.063 0.498 2.337
O -2.352 0.767 -0.043
C -4.667 3.192 1.987
O -5.118 4.328 2.086
N -3.915 2.601 2.958
N -4.893 2.382 0.896
H -3.551 1.662 3.032
H -3.799 3.160 3.783
H -4.170 1.696 0.726
H -5.434 2.696 0.115
C -1.127 -1.875 -2.935
O -0.623 -2.199 -4.001
N -1.827 -0.701 -2.814
N -0.967 -2.567 -1.775
H -2.055 -0.333 -1.901
H -1.862 -0.070 -3.591
H -0.501 -3.446 -1.890
H -1.330 -2.205 -0.903
C -3.940 -3.969 2.058
O -4.835 -3.167 2.229
N -2.690 -3.668 1.604
N -4.125 -5.307 2.360
H -2.386 -2.725 1.392
H -2.075 -4.426 1.376
H -5.000 -5.533 2.793
H -3.352 -5.941 2.416
C -3.590 -0.862 5.349
O -4.451 -0.693 4.528
N -3.853 -1.260 6.644
N -2.266 -0.530 5.145
H -3.124 -1.450 7.304
H -4.812 -1.391 6.897
H -1.638 -0.482 5.923
H -2.057 -0.187 4.220
C -4.831 -1.046 -0.646
C -5.881 -2.044 -1.084
C -5.449 -3.283 -1.865
O -6.579 -3.982 -2.375
C -7.072 -3.461 -3.591
N -6.718 -2.407 0.081
H -5.332 -0.130 -0.342
H -4.107 -0.821 -1.438
H -4.220 -1.417 0.181
H -6.530 -1.505 -1.789
H -4.883 -3.955 -1.212
H -4.786 -3.060 -2.715
H -7.130 -2.371 -3.572
H -8.082 -3.864 -3.679
H -6.487 -3.787 -4.458
H -6.104 -2.989 0.661
H -7.405 -3.078 -0.263
C -0.799 5.446 -1.985
C -0.979 4.229 -1.112
C -1.180 4.454 0.378
O -2.352 5.205 0.623
C -2.203 6.589 0.778
N -2.060 3.380 -1.688
H -1.681 6.089 -2.023
H -0.490 5.128 -2.978
H -0.006 6.119 -1.633
H -0.090 3.595 -1.232
H -0.243 4.894 0.762
H -1.312 3.544 0.962
H -1.327 6.980 0.251
H -2.165 6.927 1.822
H -3.092 7.066 0.355
H -1.984 2.444 -1.273
H -2.898 3.618 -1.138
C 3.823 -2.431 0.233
C 3.855 -3.938 0.199
C 2.533 -4.656 0.275
O 1.955 -4.562 1.557
C 0.747 -5.293 1.588
N 4.443 -4.332 -1.123
H 4.777 -1.995 0.531
H 3.052 -1.984 0.872
H 3.487 -1.991 -0.713
H 4.554 -4.292 0.965
H 2.749 -5.723 0.097
H 1.876 -4.301 -0.527
H 0.134 -5.035 0.716
H 0.098 -5.063 2.436
H 1.024 -6.349 1.684
H 4.572 -5.338 -1.148
H 5.372 -3.921 -1.117
C 3.038 0.648 -2.694
C 4.539 0.443 -2.557
C 5.258 0.316 -3.864
O 5.145 1.543 -4.598
C 5.088 1.366 -5.979
N 5.192 1.379 -1.650
H 2.830 1.434 -3.426
H 2.586 0.937 -1.746
H 2.562 -0.267 -3.047
H 4.586 -0.574 -2.113
H 4.747 -0.423 -4.500
H 6.294 -0.040 -3.813
H 5.941 0.825 -6.409
H 5.078 2.365 -6.421
H 4.169 0.867 -6.319
H 6.186 1.178 -1.680
H 4.909 1.324 -0.677
C 7.992 2.407 1.207
C 6.809 3.349 1.024
C 5.605 2.875 1.822
O 5.203 1.637 1.261
C 4.116 1.077 1.957
N 7.260 4.678 1.495
H 8.277 2.284 2.251
H 8.831 2.655 0.560
H 7.659 1.400 0.918
H 6.486 3.382 -0.023
H 4.768 3.584 1.789
H 5.920 2.769 2.870
H 4.136 -0.005 1.798
H 3.140 1.467 1.662
H 4.184 1.104 3.054
H 7.938 5.033 0.837
H 6.483 5.312 1.620

Atoms 1-3, force components in eV/Å:
-0.4 -0.3 0.2
0.3 0.5 0.0
-0.1 0.2 -0.3

Energy above the lowest of the compared OMol25 structures with the same formula, charge and spin, kcal per mole: 0.00
Total charge: -1
LUMO, eV: 2.131
Kohn-Sham gap, eV: 8.604
Multiplicity: 1
Energy, Eh: -3307.8061
Maximum force, eV/A: 2.16

(2)
Below is a 12-piece molecular cluster, C25H72F6O11P overall in a non-equilibrium geometry, with properties calculated with ωB97M-V with the def2-TZVPD basis set.

Geometry (Å):
P 0.807 0.446 -0.198
F 0.584 -1.144 -0.303
F 2.377 0.199 -0.592
F 0.558 0.770 -1.782
F 1.094 2.042 -0.050
F -0.739 0.643 0.193
F 1.313 0.362 1.340
C 1.484 2.935 3.876
O 1.361 2.700 5.268
H 2.158 3.789 3.752
H 2.040 2.116 3.412
H 0.549 3.230 3.397
H 1.294 1.759 5.506
C 1.338 -4.715 -4.781
C 0.525 -4.337 -3.551
C 0.366 -2.832 -3.460
O -0.790 -4.913 -3.675
H 0.849 -4.453 -5.724
H 1.585 -5.775 -4.863
H 2.292 -4.179 -4.807
H 0.969 -4.778 -2.659
H -0.361 -2.490 -2.726
H 0.049 -2.446 -4.436
H 1.331 -2.335 -3.329
H -1.204 -4.455 -4.415
C -2.156 0.624 -3.320
C -3.090 0.590 -4.510
C -2.884 1.753 -5.444
O -2.782 -0.581 -5.299
H -2.499 1.309 -2.543
H -1.144 0.775 -3.687
H -2.162 -0.357 -2.834
H -4.143 0.540 -4.214
H -3.631 1.801 -6.241
H -1.921 1.684 -5.960
H -2.837 2.756 -5.012
H -3.195 -1.331 -4.859
C -0.235 -0.587 4.031
C -0.332 -0.412 5.548
C -0.830 -1.614 6.346
O 0.926 0.078 5.982
H 0.576 -1.188 3.609
H -0.126 0.400 3.583
H -1.108 -1.054 3.569
H -1.085 0.363 5.703
H -0.515 -1.664 7.389
H -0.469 -2.539 5.883
H -1.919 -1.653 6.345
H 1.598 -0.601 6.077
C -0.690 -4.279 0.140
C -0.609 -4.468 1.651
C -1.528 -3.547 2.465
O -0.976 -5.792 2.044
H 0.111 -4.928 -0.242
H -0.554 -3.266 -0.223
H -1.556 -4.802 -0.273
H 0.410 -4.238 1.977
H -1.397 -2.537 2.078
H -1.285 -3.584 3.525
H -2.555 -3.887 2.326
H -0.419 -6.427 1.582
C -2.564 5.276 0.288
C -1.838 3.999 -0.054
C -1.045 4.152 -1.334
O -0.958 3.663 1.030
H -1.844 6.101 0.263
H -2.964 5.277 1.303
H -3.336 5.479 -0.454
H -2.542 3.164 -0.179
H -0.291 4.939 -1.234
H -1.687 4.479 -2.159
H -0.521 3.251 -1.639
H -0.533 2.802 0.846
C 4.468 3.032 -1.390
C 4.310 4.233 -0.525
C 4.288 3.978 0.985
O 5.424 5.124 -0.807
H 4.531 3.305 -2.448
H 3.583 2.406 -1.311
H 5.376 2.441 -1.258
H 3.420 4.824 -0.779
H 4.191 4.874 1.592
H 5.113 3.313 1.245
H 3.400 3.360 1.170
H 5.265 5.912 -0.278
C 3.715 -4.421 -1.539
C 3.103 -3.243 -0.809
C 3.140 -3.352 0.696
O 3.680 -2.006 -1.208
H 3.095 -5.312 -1.433
H 4.715 -4.698 -1.188
H 3.873 -4.211 -2.599
H 2.064 -3.210 -1.160
H 2.593 -4.229 1.059
H 2.592 -2.518 1.139
H 4.166 -3.405 1.062
H 3.186 -1.270 -0.807
C -5.346 -0.243 0.934
C -5.069 0.639 2.142
C -3.589 1.008 2.217
O -5.841 1.849 2.087
H -4.918 -1.239 1.038
H -4.842 0.204 0.071
H -6.420 -0.312 0.754
H -5.425 0.135 3.043
H -2.927 0.139 2.221
H -3.430 1.563 3.144
H -3.259 1.648 1.399
H -6.061 1.993 1.160
O 1.499 0.517 -4.380
H 1.083 0.423 -3.507
H 2.405 0.218 -4.249
O 1.475 5.151 1.287
H 2.092 4.522 0.900
H 0.586 4.802 1.067

Atoms 1-3, force components in eV/Å:
1.9 0.8 0.4
-0.3 0.3 -0.3
0.2 0.3 -0.3

Total charge: -1
LUMO, eV: 2.188
Kohn-Sham gap, eV: 9.413
Multiplicity: 1
Energy, Eh: -2764.1969
Maximum force, eV/A: 2.15

(3)
Below is a 9-piece molecular cluster, C25H73N5O10 overall in a non-equilibrium geometry, with properties calculated with ωB97M-V with the def2-TZVPD basis set.

Geometry (Å):
C -2.922 -4.657 2.210
O -3.598 -3.661 1.453
H -2.119 -4.232 2.816
H -3.646 -5.237 2.778
H -2.401 -5.324 1.518
H -2.935 -3.133 0.987
C 0.136 -3.189 -3.450
O -0.790 -3.883 -2.580
H -0.196 -2.152 -3.476
H 1.127 -3.186 -2.996
H 0.138 -3.511 -4.491
H -0.612 -4.821 -2.479
C 1.840 -0.744 2.706
O 2.466 -1.966 2.329
H 2.479 0.016 3.155
H 1.274 -0.400 1.844
H 1.158 -0.956 3.533
H 3.137 -2.194 2.977
C -2.955 1.041 2.031
C -1.818 2.118 2.287
C -2.410 3.342 2.993
O -1.368 4.254 3.268
C -1.276 4.633 4.618
N -0.784 1.521 3.090
H -3.851 1.420 1.541
H -3.305 0.748 3.024
H -2.636 0.116 1.554
H -1.460 2.565 1.358
H -2.969 3.032 3.879
H -3.087 3.880 2.326
H -1.091 3.790 5.288
H -2.174 5.079 5.056
H -0.519 5.383 4.843
H -1.260 1.343 3.967
H -0.121 2.269 3.257
C 4.763 2.590 -3.544
C 3.478 2.165 -4.264
C 2.228 2.198 -3.425
O 1.121 1.649 -4.191
C -0.093 1.973 -3.551
N 3.414 2.988 -5.493
H 4.758 3.628 -3.208
H 5.624 2.455 -4.200
H 5.136 2.122 -2.630
H 3.575 1.181 -4.729
H 2.059 3.206 -3.041
H 2.379 1.524 -2.579
H -0.957 1.724 -4.166
H -0.213 3.055 -3.429
H -0.263 1.642 -2.524
H 2.766 2.547 -6.132
H 4.289 3.080 -5.989
C 2.258 -4.700 -0.198
C 2.315 -5.255 1.255
C 1.102 -6.046 1.757
O 1.293 -6.602 3.038
C 1.308 -5.578 4.036
N 3.638 -5.992 1.322
H 2.979 -3.908 -0.402
H 1.316 -4.174 -0.371
H 2.383 -5.492 -0.936
H 2.446 -4.412 1.932
H 0.887 -6.935 1.157
H 0.111 -5.587 1.696
H 0.339 -5.077 4.079
H 2.110 -4.853 3.894
H 1.432 -6.004 5.031
H 3.474 -6.959 1.070
H 3.920 -6.043 2.293
C 1.374 3.201 0.217
C 2.395 2.638 1.218
C 3.462 1.721 0.586
O 4.140 1.146 1.675
C 5.197 0.266 1.311
N 3.021 3.737 1.976
H 1.920 3.518 -0.673
H 0.788 4.062 0.537
H 0.675 2.416 -0.074
H 1.913 1.964 1.928
H 4.023 2.242 -0.193
H 2.863 0.964 0.067
H 4.891 -0.642 0.790
H 5.761 0.053 2.218
H 5.917 0.769 0.660
H 3.736 3.317 2.559
H 3.616 4.193 1.291
C -3.628 1.705 -1.420
C -4.521 1.547 -2.700
C -5.582 2.662 -2.732
O -6.488 2.605 -1.677
C -7.753 3.125 -1.865
N -3.739 1.484 -3.972
H -3.106 0.771 -1.214
H -4.177 2.169 -0.604
H -2.848 2.401 -1.738
H -5.158 0.670 -2.563
H -6.178 2.357 -3.600
H -5.098 3.617 -2.946
H -8.290 3.420 -0.961
H -8.477 2.442 -2.317
H -7.711 4.067 -2.418
H -3.316 0.561 -3.983
H -4.424 1.280 -4.694
C -0.675 -1.730 0.554
C -0.344 -0.464 -0.248
O 0.570 -0.787 -1.286
O -1.685 -2.514 -0.077
H -1.029 -1.257 1.471
H 0.216 -2.330 0.734
H 0.169 0.378 0.219
H -1.179 -0.042 -0.810
H 1.371 -0.310 -1.058
H -1.438 -2.808 -0.960

Atoms 1-3, force components in eV/Å:
0.3 0.3 -1.1
-0.4 -0.2 0.8
-0.2 0.1 0.5

Energy above the lowest of the compared OMol25 structures with the same formula, charge and spin, kcal per mole: 94.12
Total charge: 0
LUMO, eV: 0.479
SMILES: COC[C@H](C)N.COC[C@H](C)N.COC[C@H](C)N.COC[C@H](C)N.COC[C@H](C)N.OCCO.CO.CO.CO
Kohn-Sham gap, eV: 9.548
Multiplicity: 1
Energy, Eh: -2022.2362
Maximum force, eV/A: 2.42